Entry 1:
Here is the molecule C19H27N3O5S from the Open Molecules 2025 dataset. Energies are from ωB97M-V/def2-TZVPD.

```
! wB97M-V def2-TZVPD RIJCOSX def2/J DEFGRID3
* xyz 0 1
C 4.68186 -1.30704 0.79526
C 4.94939 -0.30732 -0.32108
O 4.22561 -0.63767 -1.50567
C 2.94675 -0.26377 -1.55921
O 2.39009 0.36211 -0.66701
C 2.28269 -0.66845 -2.78672
C 2.84526 -1.38696 -3.87984
C 1.95862 -1.62831 -4.87311
C 2.18642 -2.34287 -6.15631
S 0.37012 -0.98088 -4.50599
C 0.94802 -0.38451 -3.00470
N 0.14426 0.29020 -2.12601
C -1.18564 0.47954 -2.35214
O -1.70855 0.09745 -3.37617
C -1.90086 1.20341 -1.22449
N -2.52835 0.25728 -0.31424
C -3.33823 0.89562 0.70529
C -2.50323 1.52372 1.83654
N -1.64057 0.51645 2.41079
C -1.67419 0.03283 3.66651
O -0.97092 -0.89905 4.01931
C -2.65057 0.71226 4.64965
C -2.37226 0.25027 6.07950
C -1.30951 1.25517 6.51463
C -1.77465 2.53014 5.81249
O -2.49318 2.12715 4.65291
C -0.77882 -0.11463 1.42750
C -1.64154 -0.71083 0.30618
H 3.63666 -1.26417 1.09179
H 5.30064 -1.06631 1.65483
H 4.91328 -2.31532 0.46042
H 4.66730 0.70127 -0.00091
H 5.99928 -0.32253 -0.62067
H 3.87372 -1.69728 -3.89540
H 1.98804 -1.68446 -7.00116
H 3.21519 -2.68934 -6.21430
H 1.51977 -3.20009 -6.24042
H 0.63737 0.58225 -1.27765
H -1.18502 1.88406 -0.73415
H -2.70336 1.79724 -1.67027
H -3.96590 1.65752 0.24050
H -3.98785 0.12434 1.13047
H -3.15040 1.95373 2.59538
H -1.87648 2.32878 1.43475
H -3.67567 0.48259 4.32988
H -2.01330 -0.77543 6.09583
H -3.27139 0.34191 6.68902
H -1.24934 1.37710 7.59333
H -0.33712 0.94378 6.13293
H -0.94650 3.17444 5.50362
H -2.45359 3.11091 6.45051
H -0.21428 -0.89955 1.93201
H -0.07667 0.62830 1.03374
H -1.01128 -1.17366 -0.45310
H -2.27805 -1.49097 0.73542
*
```

HOMO energy: -8.088 eV
energy above the lowest of the compared OMol25 structures with the same formula, charge and spin: 0.787 eV
SMILES string: CCOC(=O)c1cc(C)sc1NC(=O)CN1CCN(C(=O)[C@H]2CCCO2)CC1

Entry 2:
Here is the ion C4H12NS with charge +1 at a distorted geometry from the Open Molecules 2025 dataset. Energies are from ωB97M-V/def2-TZVPD.

```
! wB97M-V def2-TZVPD RIJCOSX def2/J DEFGRID3
* xyz 1 1
C -0.81946 1.29195 -0.10731
C 0.42344 0.63484 -0.59998
C 0.83824 -0.31660 0.38183
S -0.31223 -1.66094 0.83128
C 0.27895 -3.09446 -0.04120
N -0.41837 2.67753 0.40984
H -1.61059 0.42074 -0.02871
H -1.38308 1.74610 -0.93033
H 0.30128 0.05746 -1.60816
H 1.25031 1.36754 -0.90018
H 1.87046 -0.61002 0.33519
H 0.82950 0.39579 1.23485
H -0.53544 -3.90005 -0.11866
H 0.55463 -2.80513 -1.03932
H 1.19691 -3.41354 0.39082
H -0.46721 3.31626 -0.39283
H -0.83449 0.88273 1.06595
H -1.16287 3.00980 1.11693
*
```

HOMO energy: -12.875 eV
energy above the lowest of the compared OMol25 structures with the same formula, charge and spin: 6.047 eV

Entry 3:
Here is a structure of composition C30H37ClGaN3P at a distorted geometry from the Open Molecules 2025 dataset. Energies are from ωB97M-V/def2-TZVPD.

```
! wB97M-V def2-TZVPD RIJCOSX def2/J DEFGRID3
* xyz 1 1
Ga -0.37229 -0.34702 -0.35395
Cl 0.45134 0.61347 2.07839
C 2.11558 0.10976 2.28307
C 2.59357 -0.04254 3.57194
C 3.92639 -0.37546 3.75416
C 4.76481 -0.53608 2.65885
C 4.26531 -0.38502 1.37592
C 2.92124 -0.08069 1.16295
P 2.24856 0.00907 -0.53289
C 3.57960 0.85274 -1.44814
C 3.74316 2.22426 -1.23341
C 4.74988 2.91784 -1.88469
C 5.59286 2.24810 -2.76323
C 5.43318 0.88735 -2.97876
C 4.42557 0.18544 -2.32832
C 2.36830 -1.71301 -1.12445
C 2.79981 -2.78730 -0.35805
C 2.78595 -4.06880 -0.89639
C 2.34686 -4.27916 -2.19343
C 1.91132 -3.20726 -2.96432
C 1.90920 -1.93437 -2.42632
H 1.93713 0.10693 4.41816
H 4.31092 -0.49722 4.75844
H 5.80760 -0.78531 2.80556
H 4.92136 -0.50409 0.52083
H 3.09191 2.74649 -0.54179
H 4.87961 3.97778 -1.70682
H 6.37344 2.78953 -3.28214
H 6.09818 0.36320 -3.65303
H 4.30617 -0.87519 -2.50341
H 3.14416 -2.63577 0.65662
H 3.11796 -4.90451 -0.29346
H 2.33253 -5.28121 -2.60290
H 1.55982 -3.36960 -3.97484
H 1.55617 -1.09843 -3.02202
C -0.43385 -3.32809 1.14974
C -1.64626 -2.88255 0.33388
C -2.68644 -2.26503 1.27596
C -2.28052 -4.12750 -0.32212
C -1.22097 -2.01144 -0.85314
H -0.72075 -4.04060 1.92792
H 0.03963 -2.46735 1.64219
H 0.30728 -3.79460 0.49849
H -3.01656 -2.98802 2.02975
H -3.57096 -1.93998 0.71822
H -2.26206 -1.40597 1.80743
H -2.56622 -4.85306 0.44537
H -1.57568 -4.59895 -1.00784
H -3.17692 -3.85555 -0.88521
H -2.12418 -1.58086 -1.32535
C -4.99629 2.48119 -0.19240
C -4.55855 1.04066 -0.33719
N -3.12018 0.97663 -0.09957
C -2.24350 1.89923 -0.57549
N -0.94663 1.60764 -0.58047
C 0.01308 2.61705 -1.02224
C -0.49645 4.01777 -0.76722
C -1.85302 4.16093 -1.41811
N -2.73944 3.09806 -0.95245
C -4.17515 3.31910 -1.14940
H -4.82522 2.81236 0.83359
H -6.05574 2.59034 -0.42030
H -4.81087 0.66587 -1.33333
H -5.04812 0.40381 0.39658
H -2.73413 0.04864 0.03136
H 0.23921 2.48534 -2.08535
H 0.93731 2.45445 -0.47258
H 0.19286 4.75767 -1.17210
H -0.59182 4.18225 0.30856
H -1.76332 4.13496 -2.50873
H -2.30745 5.11242 -1.14544
H -4.44611 3.08356 -2.18328
H -4.36889 4.37895 -0.99274
*
```

HOMO energy: -9.171 eV
energy above the lowest of the compared OMol25 structures with the same formula, charge and spin: 0.875 eV

Entry 4:
Here is a cluster of 2 separate species, C4H9N2 in total at a distorted geometry from the Open Molecules 2025 dataset. Energies are from ωB97M-V/def2-TZVPD.

```
! wB97M-V def2-TZVPD RIJCOSX def2/J DEFGRID3
* xyz 1 1
C 1.95189 0.24885 -0.39969
C 1.99104 1.41364 -0.76626
C 2.02883 -1.06809 0.26827
C -1.75842 0.41477 -0.22545
N -2.92312 -0.22979 0.02749
N -0.71166 0.41040 0.45402
H 1.50411 -1.01835 1.24229
H 3.02487 -1.25969 0.43230
H 1.42069 -1.86063 -0.37827
H -1.62618 1.05113 -1.10335
H -3.70574 -0.21121 -0.61848
H -2.96614 -0.89773 0.82902
H -0.64316 -0.12100 1.30867
H 0.20484 0.71390 0.17338
H 2.20814 2.41380 -1.24394
*
```

HOMO energy: -14.068 eV
energy above the lowest of the compared OMol25 structures with the same formula, charge and spin: 2.696 eV

DFT total energy readings, ordered: -1678.898909; -612.082464; -4055.725795; -267.000205 hartree